Entry 1:
{
  "formula": "C26H28CdINO11P2S6",
  "method": "ωB97M-V/def2-TZVPD",
  "symbols": ["C", "H", "O", "H", "O", "H", "I", "Cd", "C", "S", "H", "H", "C", "O", "H", "C", "H", "C", "N", "C", "O", "C", "H", "C", "C", "C", "P", "O", "C", "C", "C", "P", "C", "C", "O", "H", "C", "H", "O", "H", "H", "H", "C", "H", "H", "H", "H", "C", "H", "O", "S", "S", "O", "C", "C", "O", "S", "C", "S", "H", "C", "H", "O", "S", "H", "C", "C", "H", "H", "H", "H", "C", "H", "H", "C", "H"],
  "xyz": [[-5.386823, -0.076420, 4.495558], [-1.388345, -4.373672, -4.108409], [0.545780, -0.940810, 0.853949], [-7.060265, -2.413493, 5.634001], [-0.723704, 0.955742, 4.898079], [-4.080442, 3.438322, -3.340921], [0.420885, 3.532784, 1.263300], [0.487653, 0.755516, -0.474500], [-3.857975, 4.320059, -0.845674], [4.835741, -0.575728, 0.965744], [0.147159, 0.333996, -3.079699], [-7.549276, -0.739787, 5.881708], [1.203958, -3.120733, -4.426715], [0.936011, -3.318458, -1.202889], [1.356378, -3.002885, -0.350244], [-2.998355, -0.203206, 4.462419], [-6.705901, -1.616573, 7.163001], [0.656371, -1.342965, 3.876252], [-0.694358, -1.029434, 3.388592], [-3.616531, 4.771726, 0.419272], [1.984418, -2.610672, 1.131091], [1.450217, -1.565059, 1.511871], [-4.269888, -2.244040, 6.831304], [-4.244401, -1.519417, 6.025278], [-1.484557, 3.641095, 0.403197], [-3.180946, 3.083632, -2.848916], [-1.394690, -2.133780, -4.870823], [-1.273627, -2.115139, -1.373846], [-4.171661, 0.326111, 3.955662], [2.494839, 2.656818, 4.152161], [4.022582, 0.972759, 1.152520], [0.146549, -2.272882, -2.053989], [-1.744194, 3.029673, -0.867655], [-0.887614, 2.075122, -1.502262], [-0.652879, -4.328159, -3.445280], [1.897052, 0.079582, 2.801893], [5.669281, -0.646318, 2.469918], [1.010075, -3.504769, -5.432374], [-2.128551, -3.392595, -5.348787], [-4.328543, 5.405677, 0.933559], [2.966982, 2.097087, 4.959100], [1.886949, -3.805674, -3.920130], [-2.935515, 3.482101, -1.510175], [2.701768, -1.443687, 3.243935], [0.686403, -2.412928, 4.093606], [-3.321700, -1.967494, -3.829438], [1.677385, -2.141533, -4.514387], [-2.303098, 2.283680, -3.499738], [0.802597, -0.804801, 4.811254], [0.863773, -0.946611, -2.166222], [3.106358, 1.528686, -0.194761], [6.661357, -1.889961, 2.939117], [-0.427782, 0.944486, -3.595088], [-5.441101, -1.001308, 5.529922], [-1.170104, 1.758696, -2.817487], [-2.474769, -1.547456, -3.636006], [-1.444799, 0.352816, 3.807585], [4.281715, 1.578017, 2.342567], [5.373090, 0.744865, 3.428332], [-2.462041, 1.966735, -4.522554], [1.771875, -0.999920, 2.885356], [-6.306900, 0.334598, 4.096535], [-1.769536, 1.099994, 2.627652], [3.698222, 3.138391, 2.886828], [1.679597, 2.077682, 3.727466], [-3.028391, -1.126582, 5.497818], [-6.760859, -1.464356, 6.084378], [-4.765500, 4.600821, -1.370293], [-0.776626, -1.143176, 2.374725], [-2.102503, -1.539131, 5.877927], [-1.912692, -1.847681, -2.087394], [-2.389390, 4.452896, 1.031267], [-2.141029, 4.881680, 1.993033], [2.077075, 3.578732, 4.555647], [-0.114221, -3.032347, -3.664113], [-4.123617, 1.036163, 3.141086]],
  "forces_ev_per_a": [[-0.002, 0.001, -0.006], [0.018, -0.011, -0.031], [-0.140, -0.135, 0.331], [0.007, -0.002, -0.005], [0.032, 0.006, -0.006], [-0.004, -0.002, 0.000], [-0.094, -0.021, 0.041], [0.614, 0.059, -0.179], [-0.001, 0.006, 0.024], [0.029, -0.028, 0.001], [-0.037, 0.022, 0.001], [-0.002, 0.004, -0.004], [0.025, 0.000, -0.041], [-0.019, -0.033, -0.072], [-0.010, 0.045, 0.110], [-0.016, 0.029, 0.007], [0.006, 0.000, 0.003], [-0.015, -0.044, 0.096], [-0.005, 0.149, -0.126], [-0.002, -0.006, -0.011], [0.045, -0.068, -0.012], [-0.042, 0.049, -0.159], [-0.001, -0.002, 0.003], [0.003, -0.001, 0.000], [-0.068, -0.009, -0.055], [0.017, 0.005, 0.022], [0.092, 0.076, 0.054], [-0.022, -0.014, -0.004], [-0.003, -0.035, 0.006], [-0.003, -0.080, 0.096], [-0.069, -0.030, 0.110], [0.098, 0.047, 0.105], [0.052, 0.005, 0.045], [-0.126, -0.020, -0.031], [-0.028, 0.036, 0.026], [-0.068, 0.026, -0.013], [0.043, -0.054, -0.042], [-0.005, -0.005, 0.001], [-0.053, -0.044, -0.032], [0.000, 0.003, 0.002], [0.023, 0.005, -0.021], [0.008, 0.010, 0.007], [-0.040, 0.006, -0.037], [0.008, 0.040, 0.019], [-0.018, -0.006, -0.035], [0.037, -0.126, 0.002], [-0.011, 0.009, 0.005], [0.015, -0.015, 0.012], [0.029, -0.015, 0.003], [-0.095, 0.150, 0.028], [-0.012, 0.046, -0.195], [-0.043, 0.037, 0.001], [0.071, -0.052, -0.002], [0.008, 0.009, -0.010], [-0.083, 0.072, 0.005], [-0.043, 0.125, 0.002], [-0.029, -0.068, -0.029], [-0.020, -0.047, 0.028], [0.000, 0.011, 0.060], [0.000, -0.007, -0.002], [0.034, -0.065, 0.021], [-0.006, -0.001, 0.003], [0.044, 0.046, 0.045], [-0.052, 0.053, -0.100], [-0.030, -0.009, -0.029], [0.000, -0.008, 0.014], [-0.022, -0.004, 0.011], [-0.001, 0.000, -0.004], [0.041, -0.021, -0.005], [0.009, 0.006, 0.002], [-0.041, -0.012, -0.025], [0.025, 0.007, 0.008], [-0.007, -0.002, 0.003], [0.026, 0.025, -0.013], [-0.079, -0.125, -0.028], [0.004, 0.003, 0.000]],
  "orbital_gap_ev": 6.1,
  "total_charge": -2,
  "max_force_ev_per_a": 0.64,
  "homo_ev": -2.697
}

=====

Entry 2:
{
  "formula": "C3H5ClFN",
  "method": "ωB97M-V/def2-TZVPD",
  "symbols": ["H", "C", "F", "H", "C", "H", "H", "Cl", "H", "N", "C"],
  "xyz": [[0.899674, 1.195210, -0.634421], [0.489231, 0.752400, -1.419232], [1.485150, -1.126610, 0.171997], [1.103006, 0.282379, -2.173011], [-0.754578, -1.041621, 0.487227], [-0.524821, 0.953948, -1.665367], [0.237869, -0.962069, 2.312075], [-2.281728, -0.989124, -0.312954], [-1.716561, -0.892539, 2.377893], [0.246354, -1.064990, -0.472991], [-0.781649, -0.911174, 1.820860]],
  "forces_ev_per_a": [[1.858, 2.158, 3.077], [-2.015, -5.844, -1.104], [0.196, -0.005, 0.484], [0.110, 0.468, -0.097], [-0.848, 1.352, 0.917], [-0.535, 0.396, -0.294], [-1.564, 0.243, -0.288], [-0.495, -0.092, -0.645], [0.442, -0.091, -0.188], [0.494, 2.074, -1.829], [2.357, -0.659, -0.033]],
  "orbital_gap_ev": [8.4, 8.4],
  "e_above_lowest_kj_mol": 387.1,
  "max_force_ev_per_a": 6.28,
  "homo_ev": [-8.730, -8.731]
}

=====

Entry 3:
{
  "formula": "C32H38Cl5N3ORbS",
  "method": "ωB97M-V/def2-TZVPD",
  "symbols": ["H", "H", "H", "C", "S", "C", "C", "C", "C", "H", "C", "N", "H", "H", "C", "Rb", "C", "N", "C", "H", "C", "C", "H", "H", "H", "Cl", "C", "H", "C", "H", "C", "C", "O", "Cl", "H", "C", "Cl", "C", "C", "H", "H", "H", "H", "H", "H", "H", "C", "H", "H", "H", "C", "C", "H", "C", "C", "H", "C", "C", "N", "C", "H", "H", "H", "C", "C", "H", "H", "H", "H", "H", "H", "H", "H", "H", "Cl", "C", "C", "H", "C", "Cl", "C"],
  "xyz": [[0.593602, -5.015862, -0.002187], [3.990570, -1.656338, 3.574037], [-1.149269, 1.208375, -5.911170], [-0.502275, -0.893929, 2.219732], [1.228798, 3.587113, -0.493471], [-0.123179, -1.648122, -5.946938], [0.932367, -4.057008, 0.400133], [1.757323, -0.475238, 2.479736], [-0.424536, 3.513779, -0.230733], [-3.295695, 0.880825, 3.255103], [-0.210886, -3.405550, 1.199915], [-1.430131, 3.149202, -1.092113], [4.354771, 1.820229, 2.252996], [2.658031, -0.024398, 5.022374], [-2.222926, 0.678537, 3.176133], [0.735475, 0.141972, -0.516178], [-0.508072, -4.349252, 2.378707], [-2.076107, 1.654524, -2.715813], [-0.337477, 4.103462, 2.160873], [-1.817859, 0.556348, 4.182186], [0.465586, 0.041518, 2.667280], [-1.998630, -0.583657, 2.328491], [0.379289, -4.434915, 3.009021], [0.218347, 4.085835, -3.015016], [-1.749959, 1.550461, 2.721112], [-0.556082, -2.166109, -3.319434], [-0.409836, 3.265245, -3.323636], [3.854975, 1.231418, 4.635121], [4.204966, -0.824653, 2.900145], [-2.795411, -2.627711, 2.484385], [0.222357, -1.362879, -4.640274], [-2.015972, 1.157023, -3.951339], [1.437761, -0.047570, -3.101238], [2.213408, 0.839827, -8.019645], [-2.170003, 0.620042, 0.532002], [3.426401, 1.328816, 1.942199], [-1.330925, -2.841941, -6.280238], [-2.622089, -0.281136, 0.955160], [1.597801, -1.736763, 1.893145], [0.324404, 3.146830, -5.335091], [1.804976, -4.251481, 1.022760], [0.248268, 0.989421, 3.140013], [-3.832669, -1.384497, 3.172450], [-2.651812, 0.303165, -4.155193], [3.572511, 0.944589, 0.930184], [-1.319960, -3.980278, 3.003271], [1.799970, 0.275668, -5.412012], [4.368480, -1.233859, 1.900994], [-2.358207, -1.889217, 4.019368], [-3.558401, 2.889046, -0.936894], [3.056361, 0.186143, 2.897313], [-2.655187, 3.184591, -0.438132], [-1.574677, -4.403764, -0.152584], [0.481164, -0.973489, -7.009832], [-1.408966, -3.396419, 0.241051], [-2.335810, -3.076646, 0.708380], [0.218676, -2.024661, 1.713704], [-1.287139, 2.674313, -2.430283], [-1.052728, 3.777928, 0.944683], [-2.790424, -1.692680, 3.035780], [-3.089628, 3.719466, 1.649534], [2.406342, -2.409555, 1.650709], [0.307938, 3.272138, 2.446104], [1.452263, -0.012512, -6.717519], [-2.418317, 3.581682, 0.821625], [2.637546, 2.082518, 1.898722], [-1.216256, -2.738755, -0.610172], [2.132121, 1.519075, 4.351368], [-0.776269, -5.349819, 2.020610], [5.133219, -0.344351, 3.223590], [-2.483798, -1.091041, 0.243917], [-3.697679, -0.088089, 1.041968], [-1.065961, 4.290157, 2.946858], [0.283004, 4.983843, 2.002592], [2.966719, 1.497024, -5.046570], [-0.361165, 2.737620, -4.604781], [-1.179531, 1.665482, -4.930696], [1.241396, -3.428603, -0.438157], [2.918968, 0.763020, 4.312785], [0.053644, -1.334460, -8.647564], [1.182139, -0.361097, -4.285392]],
  "forces_ev_per_a": [[0.007, -0.001, -0.003], [-0.004, 0.000, 0.001], [0.010, 0.009, -0.001], [-0.017, 0.010, -0.011], [-0.031, 0.034, 0.040], [0.029, 0.024, -0.033], [-0.030, -0.003, 0.013], [-0.002, -0.030, 0.041], [-0.052, -0.027, -0.011], [-0.003, -0.004, -0.004], [0.023, -0.009, -0.014], [0.097, 0.075, 0.037], [0.001, 0.009, -0.014], [0.000, -0.003, -0.002], [0.000, 0.007, 0.013], [0.061, -0.042, 0.029], [-0.001, -0.014, 0.010], [-0.072, -0.152, -0.090], [-0.011, 0.013, 0.030], [-0.002, 0.001, -0.001], [0.026, -0.004, 0.001], [-0.016, -0.007, 0.001], [-0.002, 0.004, 0.003], [0.007, -0.005, -0.007], [-0.001, -0.001, -0.002], [-0.011, 0.021, 0.026], [0.036, 0.005, -0.111], [0.002, 0.000, -0.003], [-0.007, -0.004, -0.013], [-0.001, -0.001, 0.001], [-0.026, -0.017, 0.019], [0.012, 0.049, 0.006], [0.022, -0.026, 0.041], [-0.006, -0.003, 0.007], [0.016, 0.003, -0.014], [-0.021, -0.003, 0.023], [-0.010, -0.008, 0.005], [-0.008, -0.005, -0.004], [-0.050, 0.009, 0.002], [0.005, 0.008, 0.011], [0.002, 0.002, 0.000], [-0.005, -0.007, 0.002], [0.000, -0.003, 0.001], [-0.008, 0.006, 0.020], [0.028, 0.004, -0.053], [0.001, 0.009, -0.002], [-0.002, 0.000, 0.015], [0.005, -0.001, 0.004], [0.005, 0.003, -0.001], [-0.001, 0.007, -0.001], [0.014, 0.022, 0.031], [0.010, 0.007, 0.025], [0.001, -0.001, 0.004], [0.009, 0.002, 0.021], [0.000, 0.009, -0.002], [0.003, 0.001, 0.004], [-0.010, 0.016, -0.017], [-0.032, -0.016, 0.020], [0.036, -0.016, -0.025], [-0.005, 0.009, -0.003], [0.007, -0.003, 0.006], [0.011, 0.016, -0.010], [-0.003, -0.003, -0.006], [-0.002, -0.010, -0.017], [-0.003, -0.002, -0.007], [-0.010, -0.004, 0.002], [0.002, -0.008, -0.003], [0.001, -0.001, 0.003], [-0.002, 0.001, -0.002], [0.002, 0.002, -0.002], [0.000, 0.008, -0.008], [-0.001, 0.000, 0.008], [0.001, 0.002, -0.001], [-0.004, 0.005, -0.002], [-0.004, 0.001, -0.001], [-0.047, -0.037, 0.065], [0.022, 0.031, 0.049], [0.003, 0.002, -0.002], [-0.002, 0.005, -0.015], [-0.006, -0.002, -0.014], [0.017, 0.035, -0.104]],
  "orbital_gap_ev": 5.9,
  "e_above_lowest_kj_mol": 0.0,
  "total_charge": -1,
  "max_force_ev_per_a": 0.19,
  "homo_ev": -3.972
}

=====

Entry 4:
{
  "formula": "C4H7NO2",
  "method": "ωB97M-V/def2-TZVPD",
  "symbols": ["H", "H", "H", "C", "O", "C", "H", "N", "H", "C", "C", "O", "H", "H"],
  "xyz": [[1.468301, -1.665076, -0.330730], [0.084229, -2.455294, 0.504986], [-1.102654, -0.355845, 0.807669], [0.336003, 1.705106, 1.320193], [-0.625939, -0.087929, -2.332137], [-0.294709, -0.375977, 0.085841], [-1.782520, 0.841620, -1.039206], [0.659774, 0.689271, 0.446443], [1.450429, 0.877990, -0.143610], [-0.841892, 0.284681, -1.210898], [0.391297, -1.676326, -0.217764], [0.828119, 2.800403, 1.366179], [-0.595233, 1.516015, 1.899720], [0.024796, -2.098639, -1.156686]],
  "forces_ev_per_a": [[0.134, 0.379, 0.348], [0.554, 0.444, 0.024], [0.015, -0.350, 0.219], [-1.397, -0.104, -0.792], [0.970, 0.491, 0.050], [1.531, 2.072, -1.988], [0.525, 1.076, 0.181], [-0.090, 0.538, 1.867], [0.136, -0.108, -0.317], [-2.611, -2.502, 0.118], [-0.998, -1.882, 0.227], [0.923, 0.087, 0.112], [0.360, -0.473, 0.060], [-0.053, 0.331, -0.109]],
  "orbital_gap_ev": 10.2,
  "e_above_lowest_kj_mol": 163.1,
  "smiles": "C[C@H](C=O)NC=O",
  "max_force_ev_per_a": 3.62,
  "homo_ev": -9.633
}